The following is a quantum chemistry calculation of 4 unconnected molecules or ions with the total composition C32H52BrNO12 in a non-equilibrium geometry, from OMol25.

```
! wB97M-V def2-TZVPD RIJCOSX def2/J DEFGRID3
* xyz 0 1
H 0.737 -2.451 2.429
N 1.624 -2.413 2.943
C 2.494 -1.718 2.304
C 3.903 -1.627 2.962
C 2.079 -1.087 0.927
C 2.445 0.484 0.779
C 1.359 1.095 -0.161
C 1.261 2.673 -0.241
C -0.258 3.175 -0.099
C -0.444 4.387 0.907
C -1.570 3.935 1.949
C -2.972 3.990 1.228
C -3.989 2.892 1.704
C -5.105 2.626 0.598
C -4.617 1.628 -0.520
C -5.161 0.136 -0.314
C -4.090 -0.958 -0.722
C -3.792 -1.864 0.543
O -2.929 -2.969 0.251
C -1.543 -2.573 0.240
C 3.941 0.514 0.279
C 4.253 0.570 -1.245
C 3.993 1.984 -1.955
Br 3.514 -0.872 -2.369
O 2.480 0.998 2.139
C 1.255 1.329 2.685
O 1.073 2.488 2.952
C 0.120 0.384 3.051
C -0.796 -0.323 3.339
H 4.400 -0.628 2.854
H 3.913 -1.959 4.035
H 4.566 -2.368 2.414
H 2.538 -1.715 0.122
H 0.962 -1.195 0.810
H 0.352 0.723 0.200
H 1.425 0.721 -1.223
H 1.871 3.143 0.581
H 1.626 3.120 -1.200
H -0.965 2.348 0.168
H -0.578 3.549 -1.115
H 0.501 4.653 1.465
H -0.835 5.315 0.393
H -1.564 4.562 2.881
H -1.390 2.870 2.269
H -2.889 3.898 0.106
H -3.397 5.020 1.416
H -4.564 3.225 2.620
H -3.522 1.904 1.964
H -5.346 3.604 0.093
H -6.070 2.261 1.045
H -3.493 1.605 -0.645
H -5.010 1.943 -1.534
H -5.364 0.038 0.787
H -6.113 -0.049 -0.873
H -3.154 -0.533 -1.174
H -4.550 -1.626 -1.499
H -4.779 -2.294 0.862
H -3.378 -1.249 1.400
H -0.996 -3.164 1.033
H -1.121 -2.850 -0.768
H -1.430 -1.464 0.410
H 4.426 1.421 0.758
H 4.508 -0.364 0.707
H 5.373 0.450 -1.334
H 4.686 2.014 -2.833
H 4.104 2.835 -1.242
H 2.955 1.906 -2.390
H -1.712 -0.938 3.381
O 0.227 -4.550 -2.144
C 0.955 -4.920 -1.274
O 0.933 -6.164 -0.733
C 2.088 -6.287 0.099
C 2.407 -4.858 0.439
O 1.914 -4.146 -0.697
H 1.870 -6.887 0.982
H 2.884 -6.774 -0.474
H 1.881 -4.510 1.331
H 3.476 -4.689 0.570
O 3.588 -8.191 -1.433
C 2.980 -8.493 -2.416
O 1.745 -9.054 -2.408
C 1.269 -9.050 -3.751
C 2.539 -9.002 -4.554
O 3.437 -8.320 -3.683
H 0.678 -9.942 -3.957
H 0.643 -8.167 -3.902
H 2.939 -9.997 -4.766
H 2.421 -8.461 -5.492
O -3.305 6.664 -1.451
C -2.558 7.486 -1.024
O -2.198 8.618 -1.689
C -1.487 9.441 -0.771
C -0.975 8.452 0.238
O -1.952 7.416 0.194
H -0.685 9.980 -1.274
H -2.181 10.164 -0.334
H -0.004 8.034 -0.040
H -0.904 8.875 1.239
*
```

## Properties
LUMO energy = 0.38 eV
Molar mass = 722.67 g/mol
Maximum force = 0.0661 hartree/bohr
Kohn-Sham gap = 9.71 eV
SMILES = [H]/N=C(/C)C[C@](CCCCCCCCCCCCOC)(C[C@H](C)Br)OC(=O)C#C.O=C1OCCO1.O=C1OCCO1.O=C1OCCO1


The following is a quantum chemistry calculation of 2 unconnected molecules or ions with the total composition C4H6N2O6P2 in a non-equilibrium geometry, from OMol25.

```
! wB97M-V def2-TZVPD RIJCOSX def2/J DEFGRID3
* xyz -2 1
C -2.415 1.225 1.562
C -2.293 -0.116 1.351
C -1.423 1.008 -0.289
C 2.472 0.400 -1.801
N -1.905 1.923 0.515
N -1.544 -0.249 0.211
O -1.632 -2.924 0.510
O 0.990 0.586 1.740
O -0.974 -1.872 -1.715
O 3.322 -0.401 1.246
O 1.895 0.910 -0.659
O 1.338 -1.479 0.287
P -0.997 -1.808 -0.268
P 1.880 -0.109 0.805
H -3.006 1.683 2.334
H -2.435 -0.939 1.989
H -0.838 1.374 -1.120
H 3.388 0.862 -2.095
H 1.840 0.677 -2.685
H 2.335 -0.750 -1.916
*
```

## Properties
LUMO energy = 6.08 eV
Molar mass = 240.05 g/mol
Maximum force = 0.0707 hartree/bohr
Kohn-Sham gap = 7.18 eV


The following is a quantum chemistry calculation of a molecular structure, C27H30BNO4 in a non-equilibrium geometry, from OMol25.

```
! wB97M-V def2-TZVPD RIJCOSX def2/J DEFGRID3
* xyz 0 1
C -7.120 -1.917 1.633
C -6.101 -2.278 0.659
C -5.736 -3.505 0.145
C -4.686 -3.242 -0.802
C -4.485 -1.891 -1.008
B -2.936 -0.908 0.246
O -2.857 -1.103 1.597
C -1.418 -0.544 1.860
C -1.011 -0.176 0.374
C 0.047 0.285 -0.575
C -2.064 0.991 0.028
O -3.264 0.338 -0.316
C -0.996 -1.804 -0.052
O -2.306 -1.912 -0.593
O -5.345 -1.302 0.042
H -7.797 -2.767 1.726
H -6.708 -1.745 2.629
H -7.679 -1.037 1.309
H -6.163 -4.473 0.425
H -4.154 -4.004 -1.356
H -1.574 0.343 2.516
H -0.835 -1.405 2.306
H -1.349 -0.956 -2.160
H 0.152 1.365 -0.584
H 0.991 -0.225 -0.341
H -2.221 1.641 0.901
H -1.829 1.601 -0.849
H -0.344 -2.137 -0.874
H -0.868 -2.519 0.790
C 1.869 4.216 -0.197
C 2.543 3.027 0.351
N 3.261 3.134 1.521
C 3.390 4.332 2.302
C 3.805 1.902 1.857
C 3.370 0.968 0.843
C 3.601 -0.398 1.065
C 4.187 -0.798 2.283
C 4.542 0.131 3.283
C 4.340 1.522 3.075
C 2.616 1.724 -0.064
C -0.611 -0.151 -1.996
C 0.693 -0.406 -2.768
C 2.028 -0.048 -2.386
C 3.136 -0.691 -2.963
C 2.966 -1.550 -4.074
C 1.679 -1.804 -4.530
C 0.573 -1.204 -3.894
H 1.346 3.998 -1.148
H 1.141 4.654 0.517
H 2.612 5.009 -0.403
H 3.972 4.055 3.183
H 3.934 5.124 1.749
H 2.406 4.699 2.652
H 3.304 -1.133 0.323
H 4.335 -1.864 2.513
H 5.006 -0.195 4.216
H 4.613 2.274 3.822
H -1.209 0.687 -2.452
H 2.171 0.688 -1.546
H 4.191 -0.581 -2.674
H 3.791 -2.082 -4.561
H 1.485 -2.471 -5.370
H -0.430 -1.483 -4.201
*
```

## Properties
LUMO energy = -4.06 eV
Molar mass = 443.35 g/mol
Maximum force = 0.0701 hartree/bohr
Kohn-Sham gap = 1.99 eV